No. 1
19
Properties=species:S:1:pos:R:3:forces:R:3 method="wB97M-V/def2-TZVPD" max_force_ev_per_a=4.2 e_above_lowest_kj_mol=289.3 homo_lumo_gap_ev=8.464 e_homo_ev=-7.60
N 3.5952 0.7262 0.0212 2.0787 0.7854 0.5595
N 2.2991 -1.8233 -0.0065 -0.3275 1.8815 1.6829
C 0.2508 1.0853 0.0932 -2.1111 0.7850 -0.2941
O 1.4865 1.7101 -0.0046 -0.3891 -0.9858 0.2057
C -0.9924 -0.8760 0.0500 -0.4093 2.4938 0.9267
H 2.5069 -2.0519 -0.9692 1.2959 -0.3155 0.3747
H -2.7192 0.2591 0.7265 -0.3905 0.1527 0.9015
C -1.1816 1.6374 -0.0747 1.4524 -0.2813 3.8988
H -1.0520 -1.3283 -0.8424 -0.5216 -3.0644 -2.6885
H 3.7497 1.7175 0.1835 0.9116 0.0913 -0.1009
H -1.1717 -1.3534 0.9572 -0.4791 -1.8484 0.9844
H -1.4479 2.2961 0.8122 0.2399 -0.6711 -0.8683
N 1.6558 -0.5849 -0.1311 -1.4746 2.3486 0.0510
C 0.3059 -0.2365 0.0871 1.8402 1.3391 -0.0629
H 3.0391 -1.4552 0.6527 0.2634 -1.9268 -1.5556
C 2.3652 0.6591 -0.0119 -2.2948 -2.1907 -1.0762
H -2.5795 0.3833 -0.9491 -0.1530 -0.9181 -0.5934
C -1.9939 0.2996 -0.0490 0.7265 1.6663 -0.6196
H -1.2945 2.2623 -0.9013 -0.2581 0.6584 -1.7257

***

No. 2
20
Properties=species:S:1:pos:R:3:forces:R:3 method="wB97M-V/def2-TZVPD" max_force_ev_per_a=5.3 e_above_lowest_kj_mol=160.0 homo_lumo_gap_ev=9.499 e_homo_ev=-8.76 smiles="N[C@@H](Cc1c[nH]cn1)C(=O)O"
H -3.5866 -0.9988 0.6265 0.3765 0.1236 -0.1323
H 3.9635 0.0192 0.8155 0.3560 -0.1843 0.2643
O -2.4085 1.4248 -0.8491 0.9166 1.0312 -1.4865
C 2.6140 1.1364 -0.2968 0.8095 -0.3793 -2.1159
O -1.1713 1.8381 0.9769 1.1532 0.4377 -1.1245
N 3.1312 0.0348 0.2693 -0.6073 0.1620 1.1955
H -1.3225 -0.4911 1.3792 0.0466 -0.0577 -0.2226
C -1.5976 -0.4423 0.3191 3.5166 -0.2722 -0.2846
H -0.5897 -0.6237 -1.6026 -0.0173 -0.2195 -0.0953
N 1.4584 0.8339 -0.8449 -0.4418 3.2165 -0.4045
H 3.2853 1.9583 -0.5139 -0.5180 0.2319 -0.0860
C 1.0829 -0.3557 -0.3883 -1.0240 -0.9628 0.9196
C 2.1096 -0.8699 0.3208 0.6413 -1.4187 1.4456
H -3.0017 -1.3991 -0.8575 -0.0212 0.1356 0.0557
H 2.1353 -1.6335 1.0819 0.0582 -0.4719 -0.4639
C -1.5876 1.0550 -0.0564 -4.4229 -1.2600 2.6272
N -2.7597 -1.3199 0.1249 0.8536 0.9073 -0.4908
H -1.1934 2.7550 0.6360 -0.0936 -0.3308 0.3070
H -0.2698 -2.0068 -0.5491 0.0549 0.0758 -0.0047
C -0.2917 -0.9147 -0.5913 -1.6371 -0.7645 0.0965

***

No. 3
20
Properties=species:S:1:pos:R:3:forces:R:3 method="wB97M-V/def2-TZVPD" max_force_ev_per_a=6.0 e_above_lowest_kj_mol=456.5 homo_lumo_gap_ev=9.492 e_homo_ev=-9.04
H -3.3775 1.4352 0.9106 1.6513 0.4039 -2.2992
N 3.0968 -0.1308 0.5432 -1.4118 -0.2751 -1.7791
H -1.4445 -2.5936 0.0279 -1.7652 -3.2546 -0.1025
H 2.8694 -0.0149 1.4848 -0.3435 0.1473 1.8763
O -3.1777 -0.8477 0.2044 -1.1484 -0.3027 0.0863
C -2.6365 1.5988 -0.0183 -1.9304 3.4242 0.9099
C 0.7068 0.3519 -0.0109 -3.0777 -4.7473 -0.3611
C -1.0650 -1.6705 -0.0857 2.4948 0.3924 0.5158
H 2.0929 -2.2469 -0.4498 -1.9303 -0.0562 0.9376
H -3.1896 1.5058 -0.9947 0.1820 -0.0075 1.1661
H 2.3602 1.6865 -0.2599 -0.4783 0.7763 0.1124
C 2.0925 0.6447 -0.2953 2.5476 -0.0082 0.9884
H 2.3674 0.3214 -1.2693 -0.3289 -0.2196 -1.2781
N -1.5786 0.6594 0.0081 0.5412 0.6909 0.2782
N -0.3227 1.1021 -0.0335 2.1813 0.1817 -0.0419
C 0.2600 -1.6072 -0.0706 1.6878 5.7091 -0.4741
H 3.9982 0.2751 0.4028 0.5636 0.2144 -0.1475
C -1.9958 -0.6163 0.0712 -0.0253 -0.7658 -0.0656
H -2.2270 2.7100 0.0074 -0.5742 -2.5011 0.1089
O 1.1706 -2.5631 -0.1725 1.1644 0.1981 -0.4308

***

No. 4
21
Properties=species:S:1:pos:R:3:forces:R:3 method="wB97M-V/def2-TZVPD" max_force_ev_per_a=4.4 e_above_lowest_kj_mol=954.9 homo_lumo_gap_ev="6.079 / 6.071" e_homo_ev="-7.20 / -7.20"
C 2.4212 -0.3621 -1.4537 1.9079 0.5085 -1.0322
N -0.9237 -1.3147 -0.8768 0.4521 -0.3371 -0.3034
H -1.9069 2.0320 1.8484 1.2326 -0.6583 -1.4795
H -1.7679 3.1308 -0.4011 0.2516 1.0069 -0.3479
H 1.2786 -1.9602 -2.1598 -0.8914 -0.4121 -0.5525
C 1.2069 -1.0201 -1.6672 0.7470 0.6780 1.6983
C -0.8825 2.6773 -0.0025 -3.3340 -1.5728 2.4208
O 0.2988 3.2933 -1.8479 -0.6536 -0.7647 1.3099
N 0.2318 -0.6775 -0.8626 -1.6371 -1.5410 -0.2139
O 1.1361 1.8077 -0.5118 -0.7077 0.8533 -0.0288
H 0.3708 0.1109 -0.2119 0.2346 -0.0926 -0.5944
H -1.8839 -2.8900 0.8644 -1.8507 0.8661 0.5376
H -0.1515 1.1596 1.2417 -2.1625 1.5408 0.7105
N 0.2169 2.5816 -0.8399 2.6475 0.1161 -1.6070
H 4.4572 0.5568 -1.6144 1.2049 0.5618 -0.0018
H -3.6981 -2.4010 0.4422 0.8491 -0.4669 0.2615
C -1.0750 1.8621 1.0882 2.6827 0.4800 -0.4998
S -2.1146 -0.6573 0.0989 -0.6373 0.2992 0.5712
C -2.7618 -2.1492 0.9830 1.2830 -0.5093 -2.8142
H -3.0469 -1.8713 1.9518 0.1143 0.2100 1.5999
C 3.5340 0.0982 -1.5557 -1.7330 -0.7657 0.3659

***

No. 5
21
Properties=species:S:1:pos:R:3:forces:R:3 method="wB97M-V/def2-TZVPD" max_force_ev_per_a=4.9 e_above_lowest_kj_mol=483.8 homo_lumo_gap_ev=7.996 e_homo_ev=-8.52 smiles="O=c1[nH]snc1N1CCOCC1"
C -1.0232 1.2756 0.0753 1.2915 2.4203 1.3465
C -1.4789 -1.5461 -0.1381 1.1597 -2.9422 -1.2568
H -1.1923 0.3228 -1.7968 -0.6056 0.1360 0.4227
H -2.5476 1.3962 -1.3721 -0.3962 -1.0023 0.3131
C 1.1295 -0.0329 0.1306 -0.8930 -2.8880 2.9460
N 1.5639 -1.3203 0.2127 0.3303 3.2527 -2.0244
N -0.1085 0.2824 0.8233 1.1580 -0.5928 -2.1076
O 1.8652 2.2715 0.0820 1.6599 -4.5919 -0.6113
H -0.5321 -1.6271 -0.8885 -2.5836 0.4583 1.0032
O -2.5632 -0.6561 -0.5971 2.3568 0.4333 0.6869
N 3.4256 0.3901 -0.2116 -0.4768 2.6333 0.7547
H -0.1235 -1.7744 1.7868 -0.9910 1.8096 -1.8273
S 3.1384 -1.4035 -0.4398 0.0476 2.2408 1.5220
H -1.6087 -0.6900 1.8958 1.2433 -0.5467 -1.1380
C -0.7609 -0.9993 1.1617 -3.0635 -0.3067 1.9999
H -1.8900 -2.7596 -0.1622 0.8730 3.8264 0.6106
H -0.3073 2.0553 -0.4064 -1.0174 -1.7973 0.2471
H 4.3295 1.0899 0.1074 -3.2104 -3.2076 -1.4174
C -1.9008 0.5926 -0.9666 0.9907 -0.1330 -1.0424
H -1.5499 2.1142 0.7506 0.6636 -2.7345 -0.6161
C 2.1346 1.0186 -0.0467 1.4632 3.5322 0.1885

***

No. 6
21
Properties=species:S:1:pos:R:3:forces:R:3 method="wB97M-V/def2-TZVPD" max_force_ev_per_a=4.2 e_above_lowest_kj_mol=65.0 homo_lumo_gap_ev="8.433 / 7.411" e_homo_ev="-9.25 / -8.67"
Si -0.5492 2.7267 -1.1948 0.9174 1.3494 3.5121
C 0.7838 0.5618 -2.2556 0.7280 1.6307 -0.6879
O 0.9954 1.3145 -3.2249 0.1813 -1.5039 -0.1978
H 0.0860 -1.3675 -2.7012 0.7548 0.3457 -0.1691
C 0.9970 -0.9299 -2.2182 -0.3637 -1.5534 -0.8554
H -0.2087 -1.6586 3.8287 0.4373 -0.3799 -1.0259
O 2.1548 -1.4766 2.9048 -0.1363 -0.4577 0.0871
C 1.1600 -1.2412 2.2875 -0.7431 1.0597 0.1377
C -0.0451 -0.3756 0.5359 3.1177 2.7344 -0.7784
C -1.2909 -0.6440 0.9681 -3.3598 -0.7012 0.5232
N -0.1566 -1.5193 2.8036 0.5824 -0.4201 2.5265
H 0.2315 4.1168 -0.6903 -0.8011 -2.0455 -0.8396
H -2.2377 -1.3727 2.7218 -0.3557 -0.3200 0.5906
N 0.3543 1.2480 -1.1974 -0.9182 -2.2470 2.8076
N 1.0632 -0.4993 1.1239 -0.2825 -0.6047 -1.1090
H 1.9059 -1.2853 -2.7771 -0.9899 0.6871 0.3482
H 0.9740 -1.4761 -1.2603 0.3832 0.9547 -0.2023
H -1.4932 2.4657 0.0455 0.5348 0.3137 -1.2965
C -1.3087 -1.2338 2.2214 0.3243 1.1643 -2.1792
H -2.2461 -0.3680 0.4975 0.8283 -0.1743 0.0437
H -1.1696 3.0145 -2.4190 -0.8393 0.1680 -1.2355

***

No. 7
19
Properties=species:S:1:pos:R:3:forces:R:3 method="wB97M-V/def2-TZVPD" max_force_ev_per_a=0.8 e_above_lowest_kj_mol=163.8 homo_lumo_gap_ev=9.534 e_homo_ev=-8.91 smiles="C/N=C/SC.N#CC=C=N"
C 1.0384 1.2072 2.0438 0.3248 0.0001 0.0194
C -0.7622 -0.2813 1.7707 -0.2443 -0.7462 0.2018
H -2.3233 0.3121 -0.4095 -0.0754 -0.1167 0.0205
S -0.5717 1.7680 -1.1905 -0.4611 0.3573 -0.3093
N -1.1475 -1.4184 1.8361 -0.0506 0.0393 0.4442
H 2.6414 -0.9039 -0.7183 0.0507 -0.0651 -0.0007
H -1.0049 1.7904 1.9505 -0.1921 -0.0957 -0.0483
C -0.3335 0.9464 1.9318 -0.4822 0.5280 0.2311
H 1.6928 1.1554 -0.8630 0.0866 -0.1027 0.0401
C 1.6976 -1.4540 -0.7996 0.3097 -0.1169 0.0592
N 0.5565 -0.5986 -0.9391 -0.4240 0.2305 0.0519
C -1.9754 0.6339 -1.3865 0.4943 0.3008 0.1367
H -1.6314 -0.2149 -1.9664 -0.1062 -0.1037 -0.0417
H -2.7584 1.1779 -1.9017 -0.0699 0.0596 -0.0502
H 1.5655 -2.0666 0.0936 0.1125 -0.0983 -0.0166
C 0.7284 0.6481 -0.9583 0.0169 -0.1820 -0.3290
H 1.7282 -2.1161 -1.6656 0.1378 -0.0900 0.0634
H -1.2989 -2.0282 1.0499 0.0514 0.1040 -0.4677
N 2.1585 1.4424 2.1220 0.5210 0.0979 -0.0048

***

No. 8
19
Properties=species:S:1:pos:R:3:forces:R:3 method="wB97M-V/def2-TZVPD" max_force_ev_per_a=1.0 e_above_lowest_kj_mol=106.5 homo_lumo_gap_ev=9.735 e_homo_ev=-9.22
C -0.6472 -0.9291 -1.8235 0.0013 -0.2146 0.1392
C 0.1705 -0.0199 -2.3171 0.1068 0.0694 -0.0563
S 1.0697 1.3762 1.9165 0.1601 0.3036 0.2048
N -3.1218 0.9785 -0.8396 -0.5597 -0.1015 -0.3180
C 2.3083 0.0847 2.1734 -0.1867 0.2879 0.0220
H 0.1490 0.2515 -3.3579 -0.0685 0.0047 -0.2193
H -0.3314 -2.4226 -0.3432 -0.2481 0.0751 -0.0777
N -1.1147 1.4248 0.5212 0.5372 0.6392 0.5015
H 0.8989 0.4904 -1.7076 0.1049 0.0629 0.1812
H -1.7420 -1.3862 -0.0599 0.0974 -0.1448 -0.0612
H 3.2792 0.4759 1.8865 0.0382 -0.0262 -0.0271
H -1.3642 -1.4297 -2.4590 -0.0768 -0.0168 -0.1745
C -0.0758 0.5542 0.8406 0.5921 -0.5732 0.2372
C -0.6949 -1.3886 -0.3925 -0.2769 -0.1491 -0.0941
C -2.1768 1.1608 -0.2166 -0.3276 -0.0981 -0.1932
N 0.1336 -0.6331 0.5045 0.0635 0.1384 -0.0055
H 2.0085 -0.7458 1.5396 0.0777 -0.0713 0.0137
H -1.0555 2.3568 0.9133 -0.0470 -0.1173 -0.0819
H 2.3065 -0.1989 3.2212 0.0121 -0.0683 0.0091